42
Properties=species:S:1:pos:R:3:forces:R:3 method="wB97M-V/def2-TZVPD" lumo_ha=-0.057 homo_energy_ev=-6.85 homo_lumo_gap_ev=5.29 smiles="COc1ccc(N2C=CN(C)[C@@H]2c2nc(OC)nc3no[n+]([O-])c23)cc1" energy_ha=-1248.5023 relative_energy_ev=7.835
C 4.716 -0.971 3.024 -0.69 0.65 0.22
O 3.760 0.042 3.336 -0.30 0.74 0.12
C 2.413 -0.207 3.229 -1.40 -0.53 -0.61
C 1.543 0.835 2.816 1.44 -0.15 -0.29
C 0.222 0.629 2.392 0.66 0.54 1.27
C -0.405 -0.591 2.714 1.39 0.66 -0.16
N -1.755 -0.680 2.480 0.96 0.94 -1.07
C -2.533 -1.739 2.881 -2.26 -0.49 0.09
C -3.825 -1.345 2.787 1.35 -1.85 0.57
N -3.890 -0.088 2.261 -1.11 0.82 -0.45
C -5.030 0.769 2.352 -0.49 0.18 -0.40
C -2.616 0.516 2.169 0.60 -0.12 1.94
C -2.669 1.497 1.000 -0.03 2.81 -2.69
N -3.283 2.734 1.084 1.56 -2.11 1.46
C -3.497 3.537 0.007 1.09 -1.36 -1.92
O -3.999 4.779 0.222 0.84 -1.09 0.52
C -3.855 5.367 1.582 -0.42 -0.42 -0.74
N -3.293 3.134 -1.280 -0.46 1.78 1.16
C -2.693 1.950 -1.461 -0.74 -2.66 -0.42
N -2.718 1.108 -2.590 -0.13 2.23 2.46
O -2.331 -0.144 -2.128 0.83 1.35 1.62
N -2.013 -0.067 -0.747 0.03 -0.89 -0.28
O -1.672 -1.080 -0.174 -0.24 0.74 -0.86
C -2.238 1.208 -0.300 -0.61 -1.50 -1.77
C 0.420 -1.605 3.275 -0.26 0.30 -0.32
C 1.801 -1.444 3.461 0.17 0.35 -0.04
H 5.685 -0.498 3.046 0.25 0.30 0.19
H 4.680 -1.720 3.796 0.10 -0.71 -0.03
H 4.577 -1.330 2.012 -0.29 -0.48 -0.12
H 2.069 1.794 2.827 -0.60 0.03 -0.60
H -0.350 1.490 1.992 0.51 -0.67 0.34
H -2.197 -2.760 3.084 0.15 0.78 -0.15
H -4.670 -1.986 2.946 -0.35 0.23 -0.05
H -4.808 1.672 1.792 -0.31 -0.03 0.40
H -5.824 0.303 1.794 -0.73 -0.24 0.20
H -5.335 1.056 3.364 0.06 -0.21 0.05
H -2.389 1.248 2.945 -0.08 0.24 1.07
H -4.482 6.256 1.520 0.04 -0.16 0.06
H -4.235 4.675 2.356 0.40 0.38 -0.49
H -2.816 5.691 1.755 -0.34 -0.46 -0.09
H 0.003 -2.558 3.561 -0.17 -0.07 -0.07
H 2.415 -2.273 3.823 -0.42 0.14 -0.12